Model w:
An isolated molecule of C4H7NO. Source: the Open Molecules 2025 dataset; level of theory: ωB97M-V with the def2-TZVPD basis set.

Summary:
- E_HOMO (eV) = -9.65

Structure (ORCA input):
```
! wB97M-V def2-TZVPD RIJCOSX def2/J DEFGRID3
* xyz 0 1
C 0.584 -0.761 0.484
C -0.835 -0.965 -0.021
O -1.627 0.213 0.124
C -1.018 1.340 -0.315
N 0.216 1.551 -0.490
C 1.178 0.527 -0.109
H 0.575 -0.717 1.578
H 1.181 -1.633 0.196
H -0.831 -1.237 -1.084
H -1.354 -1.746 0.539
H -1.750 2.118 -0.527
H 1.849 0.993 0.621
H 1.796 0.305 -0.987
*
```

Atom charges from the Löwdin analysis, given in e for atoms 1 to 5:
1 C -0.16
2 C -0.19
3 O -0.06
4 C -0.24
5 N 0.05

=====

Model x:
A cluster of 2 separate species, C4H7NO in total. Source: the Open Molecules 2025 dataset; level of theory: ωB97M-V with the def2-TZVPD basis set.

Summary:
- E_HOMO (alpha / beta) (eV) = -9.53 / -9.46

Structure (ORCA input):
```
! wB97M-V def2-TZVPD RIJCOSX def2/J DEFGRID3
* xyz 0 1
N -0.992 -1.797 1.758
C -1.042 -1.205 0.649
O 0.113 -0.917 -0.006
C 0.057 -0.069 -1.089
C -0.529 1.125 -1.080
C 2.759 -0.090 -0.472
H -1.935 -1.994 2.084
H -1.934 -0.898 0.088
H 0.593 -0.476 -1.940
H -0.516 1.733 -1.978
H -1.015 1.529 -0.196
H 2.690 -0.363 0.604
H 2.721 1.023 -0.431
*
```

Atom charges from the Löwdin analysis, given in e for atoms 1 to 5:
1 N 0.12
2 C -0.31
3 O -0.07
4 C -0.27
5 C 0.04

=====

Model y:
A structure of composition C4H7NO. Source: the Open Molecules 2025 dataset; level of theory: ωB97M-V with the def2-TZVPD basis set.

Summary:
- E_HOMO (eV) = -8.19

Structure (ORCA input):
```
! wB97M-V def2-TZVPD RIJCOSX def2/J DEFGRID3
* xyz 0 1
C 1.464 0.717 0.158
N 1.336 -0.692 0.566
C 0.190 -0.043 0.038
C -1.243 -0.302 -1.352
O -1.966 0.357 -0.371
C -1.141 0.109 0.753
H 1.619 1.416 0.984
H 2.010 0.969 -0.754
H 1.790 -1.352 -0.061
H -1.258 -1.389 -1.218
H -0.187 0.127 -1.457
H -1.396 -0.845 1.241
H -1.219 0.928 1.475
*
```

Atom charges from the Löwdin analysis, given in e for atoms 1 to 5:
1 C -0.10
2 N 0.05
3 C -0.32
4 C -0.03
5 O -0.17

=====

Model z:
An isolated molecule of C4H7NO. Source: the Open Molecules 2025 dataset; level of theory: ωB97M-V with the def2-TZVPD basis set.

Summary:
- E_HOMO (eV) = -9.74

Structure (ORCA input):
```
! wB97M-V def2-TZVPD RIJCOSX def2/J DEFGRID3
* xyz 0 1
C -1.546 -0.356 0.385
C -0.285 -0.192 -0.427
C 0.614 1.010 -0.208
C 1.747 0.113 0.242
O 2.835 0.319 0.714
N 1.028 -1.098 0.170
H -2.112 -1.261 0.126
H -1.269 -0.410 1.438
H -2.216 0.501 0.234
H -0.525 -0.336 -1.512
H 0.861 1.586 -1.095
H 0.229 1.646 0.585
H 0.639 -1.522 -0.653
*
```

Atom charges from the Löwdin analysis, given in e for atoms 1 to 5:
1 C -0.07
2 C -0.30
3 C -0.07
4 C -0.50
5 O 0.09

=====

Energies relative to the most stable structure are model w 0.000; model x 5.524; model y 5.364; model z 1.658, reported in eV.

=====

Model w:
An isolated molecule of C4H7NO. Source: the Open Molecules 2025 dataset; level of theory: ωB97M-V with the def2-TZVPD basis set.

Summary:
- E_HOMO (eV) = -8.76

Structure (ORCA input):
```
! wB97M-V def2-TZVPD RIJCOSX def2/J DEFGRID3
* xyz 0 1
C -0.351 0.915 1.514
N -0.701 -0.065 0.498
C 0.222 -1.103 0.375
C -0.141 0.203 -0.763
C 0.020 -0.361 -2.127
O 0.325 0.356 -3.059
H -0.550 0.432 2.473
H -0.958 1.810 1.396
H 0.720 1.181 1.479
H 1.274 -1.130 0.538
H -0.211 -2.053 0.679
H 0.151 1.259 -0.843
H 0.199 -1.444 -2.162
*
```

Atom charges from the Löwdin analysis, given in e for atoms 1 to 5:
1 C -0.08
2 N -0.20
3 C -0.07
4 C -0.11
5 C -0.27

=====

Model x:
An isolated molecule of C4H7NO. Source: the Open Molecules 2025 dataset; level of theory: ωB97M-V with the def2-TZVPD basis set.

Summary:
- E_HOMO (eV) = -9.57

Structure (ORCA input):
```
! wB97M-V def2-TZVPD RIJCOSX def2/J DEFGRID3
* xyz 0 1
O -2.522 0.390 -0.422
C -1.344 0.123 -0.311
C -0.142 0.919 -0.827
C 1.021 0.478 0.075
C 0.580 -0.891 0.668
N -0.819 -0.995 0.288
H 0.035 0.642 -1.874
H -0.356 1.989 -0.799
H 1.973 0.402 -0.458
H 1.164 1.201 0.884
H 1.162 -1.726 0.262
H 0.690 -0.898 1.755
H -1.443 -1.634 0.758
*
```

Atom charges from the Löwdin analysis, given in e for atoms 1 to 5:
1 O 0.06
2 C -0.49
3 C -0.09
4 C -0.16
5 C -0.18

=====

Energies relative to the most stable structure are model w 4.986; model x 0.000, reported in eV.